Entry 1:
This record from the Open Molecules 2025 dataset describes a molecular structure, C2H3I3 in a non-equilibrium geometry. The level of theory is ωB97M-V/def2-TZVPD.

* LUMO level: -0.0320 hartree

Structure (XYZ):
```
8
C2H3I3 (ωB97M-V/def2-TZVPD)
C -0.961 0.109 -0.029
C 0.689 -0.039 0.099
I 1.426 -1.877 -0.953
I 1.418 1.649 -0.886
I 1.366 -0.121 2.117
H -1.457 1.062 0.314
H -0.956 -0.004 -1.113
H -1.525 -0.779 0.450
```

Atom charges from the Löwdin analysis, given in e for atoms 1 to 6: -0.327 -1.872 0.613 0.745 0.675 0.073

=====

Entry 2:
This record from the Open Molecules 2025 dataset describes a molecular structure, C2H3I3O in a non-equilibrium geometry. The level of theory is ωB97M-V/def2-TZVPD.

* LUMO level (spin up / spin down): -0.0835 / -0.0848 hartree

Structure (XYZ):
```
9
C2H3I3O (ωB97M-V/def2-TZVPD)
C 0.132 -0.516 0.155
C -0.650 0.506 -0.497
O 0.384 -0.221 1.389
I 3.072 0.036 -0.812
I -1.011 2.320 0.539
I -2.673 -0.517 -0.765
H 0.145 -1.486 -0.315
H -0.355 0.707 -1.559
H 0.956 -0.830 1.864
```

Atom charges from the Löwdin analysis, given in e for atoms 1 to 6: -0.497 -1.111 -0.043 -0.178 0.848 0.701

=====

Entry 3:
This record from the Open Molecules 2025 dataset describes a molecular structure, C2H3I3O2 in a non-equilibrium geometry. The level of theory is ωB97M-V/def2-TZVPD.

* LUMO level: -0.0292 hartree

Structure (XYZ):
```
10
C2H3I3O2 (ωB97M-V/def2-TZVPD)
C 0.697 -0.304 -0.210
C -0.601 -0.011 0.480
O 0.425 -0.497 -1.910
O -0.477 0.009 1.777
I 2.253 1.079 0.270
I -2.109 -1.510 0.009
I -1.416 2.071 -0.209
H 1.095 -1.399 -0.146
H -0.304 0.169 -2.091
H 0.438 0.393 2.030
```

Atom charges from the Löwdin analysis, given in e for atoms 1 to 6: -0.779 -1.373 -0.246 -0.208 0.898 0.869

=====

Entry 4:
This record from the Open Molecules 2025 dataset describes 2 unconnected molecules or ions with the total composition C2H3I3Si in a non-equilibrium geometry. The level of theory is ωB97M-V/def2-TZVPD.

* LUMO level: -0.0857 hartree

Structure (XYZ):
```
9
C2H3I3Si (ωB97M-V/def2-TZVPD)
C 1.576 -0.219 -0.383
C 0.733 -0.077 0.638
Si -1.028 0.450 0.121
I -2.218 1.924 1.693
I -1.401 1.342 -2.249
I -2.553 -2.587 0.250
H 2.587 -0.709 -0.243
H 1.501 0.327 -1.392
H 0.804 -0.451 1.565
```

Atom charges from the Löwdin analysis, given in e for atoms 1 to 6: -0.089 -0.360 -0.259 0.390 0.351 -0.176

=====

Entry 5:
This record from the Open Molecules 2025 dataset describes a gas-phase ion, C2H3IN (charge +1) in a non-equilibrium geometry. The level of theory is ωB97M-V/def2-TZVPD.

* total charge: +1
* SMILES string: [NH3+]C#CI
* LUMO level (spin up / spin down): -0.2178 / -0.2178 hartree

Structure (XYZ):
```
7
C2H3IN (ωB97M-V/def2-TZVPD)
N 0.633 0.911 -0.117
C -0.263 0.017 0.486
C -0.991 -1.166 -0.039
I -1.898 -2.853 0.533
H 0.579 1.788 0.189
H 0.398 0.839 -1.140
H 1.542 0.465 0.087
```

Atom charges from the Löwdin analysis, given in e for atoms 1 to 6: 0.164 -0.104 -0.614 1.038 0.109 0.209

=====

Entry 6:
This record from the Open Molecules 2025 dataset describes 2 unconnected molecules or ions with the total composition C2H3IN2O in a non-equilibrium geometry. The level of theory is ωB97M-V/def2-TZVPD.

* LUMO level: -0.0043 hartree

Structure (XYZ):
```
9
C2H3IN2O (ωB97M-V/def2-TZVPD)
C -2.272 -0.737 -0.019
C -0.114 -0.217 0.654
N 0.880 1.008 -1.067
N 0.465 0.162 -0.321
O -2.161 -1.378 -0.989
I -2.974 1.346 -0.202
H -2.426 -1.172 0.932
H 0.006 -0.584 1.696
H 1.200 0.876 -1.990
```

Atom charges from the Löwdin analysis, given in e for atoms 1 to 6: -0.800 0.008 0.122 -0.172 -0.040 0.660

=====

Entry 7:
This record from the Open Molecules 2025 dataset describes C2H3IN2O in the gas phase in a non-equilibrium geometry. The level of theory is ωB97M-V/def2-TZVPD.

* SMILES string: [H]/N=C(\I)C(N)=O
* LUMO level (spin up / spin down): -0.0428 / -0.0428 hartree

Structure (XYZ):
```
9
C2H3IN2O (ωB97M-V/def2-TZVPD)
H 1.302 2.195 0.056
N 0.878 1.277 0.417
C -0.180 0.710 -0.521
I -0.812 1.473 -2.306
C -0.563 -0.713 -0.248
N 0.073 -1.157 0.866
O -1.424 -1.320 -0.788
H 0.662 -0.350 1.258
H 0.065 -2.115 1.266
```

Atom charges from the Löwdin analysis, given in e for atoms 1 to 6: 0.052 0.020 -0.702 0.958 -0.709 0.118

=====

Entry 8:
This record from the Open Molecules 2025 dataset describes 2 unconnected molecules or ions with the total composition C2H3IN2O in a non-equilibrium geometry. The level of theory is ωB97M-V/def2-TZVPD.

* LUMO level: 0.0182 hartree

Structure (XYZ):
```
9
C2H3IN2O (ωB97M-V/def2-TZVPD)
C -1.762 -0.166 -0.629
C 1.981 -0.367 0.498
N -1.124 0.926 -0.350
N 2.214 -1.398 -0.043
O 1.734 0.727 0.789
I -3.799 -0.106 -0.015
H -1.486 1.753 0.122
H -0.145 0.971 -0.601
H 2.386 -2.340 0.229
```

Atom charges from the Löwdin analysis, given in e for atoms 1 to 6: -0.649 -0.429 -0.095 0.215 0.135 0.594

=====

Computed relative energy (zero: lowest compared OMol25 entry of this formula, charge and spin) (kJ/mol) in order:
86.6, 116.9, 155.0, 196.2, 368.8, 406.8, 162.7, 150.1
Computed DFT total energy (hartree) in order:
-971.0449, -1046.2554, -1121.4905, -1260.5909, -429.9875, -560.2956, -560.3886, -560.3934